Entry 1:
# C20H41INO9S4

5 unconnected molecules or ions with the total composition C20H41INO9S4 (wB97M-V/def2-TZVPD, the OMol25 dataset).

Values from the calculation:
Total charge: +1
Frontier orbital gap (eV): 7.339
HOMO energy (eV): -11.5

Geometry (Å):
I: 0.97 -0.91 5.01
S: -3.60 1.69 -1.27
S: 6.93 2.21 0.10
S: -2.24 -2.14 -2.03
S: 3.18 0.42 -1.62
O: -2.20 -3.27 3.12
O: -0.96 -1.46 -2.09
O: 5.78 3.02 -0.25
O: 2.89 0.36 -0.20
O: -4.00 0.81 -0.19
O: -2.25 1.71 -1.79
O: -3.38 -1.70 -2.82
O: 4.31 -0.27 -2.20
O: 8.18 2.29 -0.63
N: -1.86 -0.47 4.09
C: 1.70 -0.04 -2.51
C: -5.16 3.74 -1.88
C: -1.98 -3.88 -2.32
C: -1.71 -4.45 -0.94
C: 7.26 2.43 1.83
C: 2.02 2.31 -3.08
C: 6.41 1.36 2.51
C: -5.85 2.46 -2.34
C: -0.66 -1.17 3.51
C: 6.41 0.50 0.20
C: -2.73 -2.29 -0.32
C: 6.57 0.10 1.67
C: -3.13 -2.67 4.09
C: -4.73 1.47 -2.63
C: -2.73 -3.79 -0.01
C: 0.96 1.28 -2.70
C: -0.82 -2.79 3.32
C: 3.20 2.13 -2.12
C: -3.20 -1.05 3.71
C: -4.10 3.35 -0.86
H: -2.90 -4.29 -2.75
H: -0.21 -3.08 2.33
H: -3.23 4.01 -0.91
H: -3.73 -4.21 -0.21
H: -2.50 -3.97 1.04
H: 5.36 1.67 2.52
H: -4.06 -0.53 4.36
H: -6.50 2.08 -1.54
H: -5.08 0.43 -2.66
H: 2.01 -0.45 -3.48
H: -1.84 0.52 3.70
H: -4.18 -3.18 4.14
H: -2.00 -1.76 0.29
H: -6.48 2.63 -3.23
H: -4.68 4.23 -2.74
H: -0.70 -4.19 -0.61
H: 5.85 -0.67 1.95
H: -5.87 4.46 -1.46
H: 1.63 3.33 -3.04
H: 0.18 1.19 -3.46
H: -0.28 -0.61 2.53
H: 7.58 -0.32 1.83
H: 3.08 2.75 -1.23
H: -1.76 -0.34 5.14
H: -2.64 -2.80 5.15
H: -0.30 -3.43 4.18
H: 5.37 0.44 -0.12
H: 6.72 1.20 3.55
H: -1.80 -5.54 -0.93
H: 0.48 1.57 -1.75
H: 8.32 2.24 2.00
H: -4.21 1.72 -3.55
H: 7.00 3.44 2.14
H: 2.35 2.12 -4.11
H: 4.15 2.35 -2.61
H: -3.72 -1.85 -0.18
H: 1.14 -0.78 -1.95
H: -4.50 3.34 0.16
H: -3.39 -0.90 2.56
H: -1.14 -4.02 -3.01
H: 7.04 -0.10 -0.45

Here are the Löwdin charges for atoms 1 to 5, given in e: atom 1 (I): 0.885, atom 2 (S): 0.666, atom 3 (S): 0.678, atom 4 (S): 0.685, atom 5 (S): 0.666

---

Entry 2:
# C18H18Cl3N3OPtS3

A molecular structure, C18H18Cl3N3OPtS3 (wB97M-V/def2-TZVPD, the OMol25 dataset).

Values from the calculation:
Total charge: +2
Frontier orbital gap (eV): 6.759
ΔE to the lowest compared entry with this formula, charge and spin (kJ/mol): 109.1
HOMO energy (eV): -14.5

Geometry (Å):
Pt: -0.34 -0.13 0.64
Cl: -3.10 -4.94 1.46
Cl: -2.45 -3.33 3.83
Cl: -4.91 -2.77 2.29
S: 0.23 3.08 4.16
S: 2.30 -1.68 0.02
S: -3.33 2.85 -1.21
O: 1.30 -1.38 1.13
N: -1.61 1.42 -0.02
N: -0.07 1.57 2.15
N: -2.01 -1.64 0.65
C: -2.14 0.46 -2.19
C: -0.10 -4.70 -1.18
C: -2.76 3.36 0.32
C: 0.20 -4.82 -2.55
C: -3.20 -3.31 2.20
C: 0.51 -3.73 -0.41
C: 0.67 1.69 3.21
C: 1.78 0.78 3.54
C: 1.09 -3.91 -3.12
C: -0.36 -5.93 -3.36
C: -1.02 2.55 2.01
C: 1.69 -2.92 -2.36
C: -1.00 3.46 3.03
C: -1.84 2.49 0.81
C: -2.30 1.47 -1.13
C: 3.45 -2.81 0.87
C: 1.43 -2.87 -1.00
C: -2.51 -2.38 1.36
H: -1.80 0.92 -3.11
H: 2.91 -3.65 1.28
H: 1.47 -0.25 3.31
H: 2.06 0.86 4.58
H: 4.19 -3.14 0.15
H: -3.12 4.27 0.77
H: -0.13 -5.78 -4.41
H: 0.32 -3.66 0.65
H: -0.80 -5.38 -0.72
H: 2.39 -2.24 -2.81
H: 0.09 -6.87 -3.04
H: 3.93 -2.24 1.65
H: 2.65 1.01 2.93
H: -1.65 4.30 3.19
H: -1.43 -6.03 -3.22
H: -1.41 -0.29 -1.86
H: 1.31 -3.98 -4.17
H: -3.09 -0.04 -2.41

Here are the Löwdin charges for atoms 1 to 5, given in e: atom 1 (Pt): 1.118, atom 2 (Cl): 0.660, atom 3 (Cl): 0.655, atom 4 (Cl): 0.664, atom 5 (S): 1.176

---

Entry 3:
# C10H12N2O2S

C10H12N2O2S in the gas phase (wB97M-V/def2-TZVPD, the OMol25 dataset).

Values from the calculation:
Frontier orbital gap (alpha / beta) (eV): 7.490 / 7.487
ΔE to the lowest compared entry with this formula, charge and spin (kJ/mol): 304.9
HOMO energy (alpha / beta) (eV): -7.9 / -7.9

Geometry (Å):
S: -2.73 -1.29 -0.15
O: -0.66 -2.45 -0.17
O: 3.29 -0.10 -0.42
N: 0.18 -1.50 -0.16
N: 2.07 -0.41 -0.22
C: -2.40 1.35 0.06
C: -4.10 -0.29 -0.11
C: 1.12 1.24 1.29
C: 1.09 1.80 -1.09
C: 2.32 -2.79 0.17
C: -1.74 0.14 -0.08
C: -3.78 1.07 -0.05
C: 1.07 0.64 -0.13
C: 1.52 -1.59 -0.14
C: -0.16 -0.21 -0.15
H: 1.37 1.37 -2.07
H: 1.78 -3.64 -0.30
H: -4.65 1.75 -0.14
H: 1.12 0.54 2.09
H: 0.40 2.04 1.32
H: -5.01 -0.74 -0.09
H: 2.54 -2.89 1.27
H: 3.29 -2.76 -0.38
H: 0.08 2.24 -1.04
H: 2.02 1.73 1.29
H: -1.91 2.24 0.21
H: 1.88 2.53 -0.84

Here are the Löwdin charges for atoms 1 to 5, given in e: atom 1 (S): 1.109, atom 2 (O): -0.167, atom 3 (O): -0.031, atom 4 (N): -0.170, atom 5 (N): -0.148

---

Entry 4:
# C5H10O2

2 unconnected molecules or ions with the total composition C5H10O2 (wB97M-V/def2-TZVPD, the OMol25 dataset).

Values from the calculation:
Frontier orbital gap (eV): 9.198
ΔE to the lowest compared entry with this formula, charge and spin (kJ/mol): 253.7
HOMO energy (eV): -8.4
Structure (SMILES): C=C(O)/C=C/C.O

Geometry (Å):
O: 0.31 1.29 1.89
O: -2.49 1.61 -1.58
C: 0.62 -2.73 -0.02
C: 0.55 -1.36 0.64
C: 0.79 -0.20 0.00
C: 0.58 2.22 -0.24
C: 0.61 1.14 0.55
H: 1.11 1.15 2.39
H: -2.41 0.97 -0.86
H: 0.69 -3.42 0.82
H: -3.40 1.46 -1.87
H: 0.80 -0.28 -1.09
H: -0.28 -2.94 -0.60
H: 1.53 -2.89 -0.60
H: 0.00 -1.26 1.58
H: 0.20 3.10 0.27
H: 0.79 2.16 -1.29

Here are the Löwdin charges for atoms 1 to 5, given in e: atom 1 (O): 0.003, atom 2 (O): -0.064, atom 3 (C): -0.101, atom 4 (C): -0.142, atom 5 (C): -0.088

---

no.,E_tot (Eh),F_max (eV Å⁻¹)
1,-3408.652684,2.823
2,-3630.090073,2.533
3,-1046.243255,5.101
4,-346.928820,1.444